# 1
Formula: C11H25Cl2N3O2PRh
Source: OMol25
Level of theory: the ωB97M-V functional and the def2-TZVPD basis

Geometry (Å):
C 2.358661 4.906667 3.799166
C 1.984391 3.705925 2.964235
H 3.380613 4.738032 4.156064
H 1.694668 5.006072 4.672826
H 2.337408 5.834114 3.206712
O 2.651341 2.727248 2.738246
Cl 0.334738 3.825056 2.249539
Rh 0.310853 0.442401 -0.230011
P 0.972306 1.763028 -1.856081
C 2.288582 1.297659 -3.044527
C -0.342041 2.292619 -3.004931
H 0.889100 3.525764 -0.292902
H 1.945103 3.985206 -1.689020
H 2.516168 2.852973 -0.403276
C 1.661103 3.196694 -0.990736
H -1.133710 2.790110 -2.434246
H 0.050951 2.960876 -3.785824
H 2.441957 2.090277 -3.798021
H 2.010983 0.373197 -3.573465
H -0.765957 1.401735 -3.488405
H 3.239380 1.124281 -2.519895
C 1.747191 -0.579915 -0.680736
O 2.632413 -1.287154 -0.959377
Cl -1.459498 1.998097 0.230139
C 0.819386 -3.654860 0.588325
N -0.626604 -3.526245 0.610905
C -1.282839 -4.802376 0.382306
C -1.226980 -2.303102 0.544070
N -0.512478 -1.204873 0.882146
N -2.531146 -2.156283 0.219778
C -3.624922 -3.118198 0.243101
C -3.022244 -0.801284 0.072353
H 1.068075 -4.654140 0.949640
H 1.288177 -2.923021 1.245326
H 1.238991 -3.537469 -0.422650
H -1.957768 -5.041254 1.207523
H -1.789234 -4.857136 -0.586291
H -0.491144 -5.562312 0.385458
H 0.181097 -1.402595 1.593249
H -4.302349 -2.893568 1.080832
H -4.219756 -2.979991 -0.668780
H -3.346084 -4.164101 0.299318
H -2.707676 -0.220791 0.942194
H -2.589073 -0.341074 -0.821254
H -4.112133 -0.826290 -0.013025

Forces on atoms 1 to 2 (eV/Å):
C 0.21 -0.12 0.08
C 1.80 -1.44 0.04

Energy relative to the best compared isomer or geometry (same formula, charge and spin)   0.3484 eV
Spin multiplicity   5
Orbital gap (alpha / beta)   6.60 / 4.81 eV
Net charge   +2
E_HOMO (alpha / beta)   -0.469 / -0.581 hartree
<S²>   6.023

Here are the Löwdin charges for atoms 1 to 5, given in e:
1. C -0.050
2. C -0.768
3. H 0.100
4. H 0.103
5. H 0.101

=====

# 2
Formula: C11H25ClNO6P2Y
Source: OMol25
Level of theory: the ωB97M-V functional and the def2-TZVPD basis

Geometry (Å):
C 0.913586 -1.890755 -2.996741
C 0.996540 -1.527977 -1.661267
N -0.077193 -1.153460 -0.920666
C -1.267572 -1.155935 -1.590492
C -1.403956 -1.567334 -2.912615
C -0.291075 -1.898432 -3.666816
C 2.386811 -1.703962 -1.056597
P 2.803357 -0.711394 0.413118
Y 0.186332 -0.756522 1.978179
P -2.392331 0.449443 0.452377
C -2.565347 -0.781862 -0.862397
O 1.815556 3.399849 -2.765196
O -0.947285 3.008533 0.579184
H 1.834685 -2.175039 -3.497096
H -2.405206 -1.623547 -3.328388
H -0.375150 -2.162628 -4.710689
C 4.505920 -0.990827 0.909129
C 2.628148 1.041134 0.010236
H -3.314985 -0.403683 -1.577973
H -2.960545 -1.676285 -0.357563
H 3.098838 -1.496067 -1.745836
H 2.474880 -2.765450 -0.704162
C -3.781396 -0.003434 1.571622
C -3.199247 1.865100 -0.454807
H -1.094935 3.743151 0.024448
H -1.076260 3.215157 1.510740
H 2.067021 4.003082 -3.425918
H 1.201372 3.914452 -2.215192
H 2.186749 -1.325511 1.576099
H 0.810842 1.105253 4.038832
H 5.068035 -0.065542 0.793266
H 4.507356 -1.269292 1.966358
H 4.963477 -1.798905 0.334935
H 3.585449 1.543812 0.238651
H 2.386766 1.200435 -1.054751
H 1.839585 1.528725 0.611960
H -3.842565 2.448485 0.219960
H -2.392827 2.528530 -0.778358
H -3.712180 1.622831 -1.394142
H -4.501036 0.832107 1.634685
H -4.266687 -0.895174 1.146236
H -3.383681 -0.241019 2.576947
O -0.272458 -2.046407 5.661822
Cl -0.704795 -1.263271 4.524377
O -0.819754 -2.271830 3.238190
O -2.029627 -0.645591 4.555903
O 0.816790 0.817058 3.110411

Forces on atoms 1 to 2 (eV/Å):
C 0.43 0.09 -0.39
C 0.16 0.05 0.35

Energy relative to the best compared isomer or geometry (same formula, charge and spin)   1.5819 eV
Orbital gap   3.99 eV
E_HOMO   -0.146 hartree

Here are the Löwdin charges for atoms 1 to 5, given in e:
1. C -0.044
2. C -0.308
3. N 0.087
4. C -0.306
5. C -0.042

=====

# 3
Formula: C11H25EuN5O8
Source: OMol25
Level of theory: the ωB97M-V functional and the def2-TZVPD basis

Geometry (Å):
O 0.000575 0.356403 -5.189616
H -0.587254 -0.058290 -5.846861
Eu 0.085301 -0.033811 -0.043094
N 0.319808 1.709807 1.269447
N 1.549264 1.024509 -1.162474
N -1.104092 -1.115355 1.382064
N -0.191821 -1.772233 -1.132720
O -0.396998 1.859137 2.327678
O -1.502207 -0.694167 2.664351
O 0.406960 -1.983136 -2.382143
O 2.131243 0.336240 -2.049417
C 1.969238 2.084961 -0.453112
C 1.342718 2.439497 0.802531
C -1.277572 -2.379868 0.922739
C -0.740599 -2.729532 -0.361037
C 1.701844 3.579029 1.652326
H 1.957983 3.215405 2.655700
H 0.831973 4.244552 1.750177
H 2.536832 4.157966 1.272164
C 3.072954 2.788505 -1.111721
H 2.779588 3.026079 -2.146454
H 3.948916 2.126025 -1.165287
H 3.356388 3.706560 -0.615934
C -1.993545 -3.335551 1.764725
C -0.820197 -4.080859 -0.918713
H -2.660767 -2.865162 2.498623
H -1.278952 -3.964065 2.312528
H -2.601784 -3.977908 1.128062
H -0.055950 -4.294944 -1.676721
H -1.804045 -4.231159 -1.382031
H -0.700100 -4.798964 -0.112545
H -1.156699 0.259056 2.714256
H 0.613581 -1.073088 -2.724878
C -0.888042 0.780901 -4.131576
H -0.377401 1.513732 -3.472135
H -1.315399 -0.092487 -3.586462
H -1.727585 1.311138 -4.597423
O -2.064268 1.119345 -0.177495
H -2.064646 0.215917 0.241322
H -1.372590 1.666543 0.273137
N 2.943068 -2.686792 3.668393
C 3.375522 -1.731934 2.605932
C 2.159469 -0.958758 2.127290
O 1.513226 -0.313415 2.968469
O 1.938447 -1.102045 0.870103
H 2.524409 -2.187341 4.464180
H 3.742203 -3.230249 4.010905
H 2.253184 -3.356261 3.297343
H 4.093915 -1.058259 3.055802
H 3.837303 -2.305374 1.812302

Forces on atoms 1 to 2 (eV/Å):
O -0.76 -0.12 0.32
H 0.59 0.19 0.33

Spin multiplicity   8
Orbital gap (alpha / beta)   4.80 / 5.14 eV
E_HOMO (alpha / beta)   -0.217 / -0.230 hartree
<S²>   15.796

Here are the Löwdin charges for atoms 1 to 5, given in e:
1. O -0.135
2. H 0.079
3. Eu 1.785
4. N -0.357
5. N -0.367

=====

Number 1: strongest force on any atom 7.81 eV Å⁻¹. Number 2: strongest force on any atom 3.80 eV Å⁻¹. Number 3: strongest force on any atom 4.00 eV Å⁻¹.